Record 1
A structure of composition C47H56ClGeMgN7O4P2. Source: OMol25; level of theory: ωB97M-V/def2-TZVPD.

frontier orbital gap (spin up / spin down) = 3.7 / 3.7 eV
maximum force = 0.0138 hartree/bohr
DFT total energy = -161330.4202 eV
charge = -2
energy above the lowest of the compared OMol25 structures with the same formula, charge and spin = 0.00 kcal/mol
HOMO level (spin up / spin down) = -0.09 / 0.04 eV

Structure (XYZ):
```
119
Properties=species:S:1:pos:R:3:forces:R:3:mulliken_charge:R:1
Mg 0.5936 1.0968 -0.0262 0.200 -0.134 0.252 2.53
C -2.1269 4.6885 3.1503 0.237 -0.027 -0.137 -1.09
N -0.9817 4.0106 2.5656 -0.266 -0.052 0.152 0.76
C 0.2745 3.9132 3.1209 -0.041 0.007 0.009 -0.82
C 1.0078 3.1589 2.2610 -0.123 -0.160 -0.199 -0.76
N 0.2211 2.7890 1.1933 -0.283 0.333 0.556 -0.09
C -0.9806 3.3164 1.3949 0.224 0.203 -0.317 -0.28
P -2.3291 3.5529 0.1076 0.088 -0.106 0.062 -1.09
C -3.2088 1.9862 0.5666 0.035 -0.206 -0.050 -0.34
N -2.5611 0.8554 0.8303 -0.116 -0.121 -0.121 0.94
C -3.4666 -0.1641 0.6646 0.105 0.123 0.079 -0.81
C -4.6823 0.3407 0.2984 0.072 0.043 -0.038 -1.02
N -4.5111 1.7048 0.2192 -0.230 0.217 0.054 0.40
C -5.5342 2.6820 -0.0693 0.147 -0.107 -0.031 -0.89
C -1.2955 3.1499 -1.3176 -0.006 -0.213 -0.110 -0.53
N -0.5644 2.0278 -1.5084 -0.100 0.185 -0.454 0.51
C -0.2025 2.0095 -2.8427 -0.021 -0.090 0.365 -1.06
C -0.7117 3.0940 -3.4777 -0.094 0.013 0.069 -0.94
N -1.4141 3.8076 -2.5222 -0.028 0.258 -0.038 0.36
C -2.0932 5.0587 -2.7211 0.031 -0.115 0.032 -0.90
H -1.8900 4.9492 4.1789 0.033 -0.004 0.033 0.35
H -2.3667 5.5903 2.5873 -0.010 0.046 -0.033 0.36
H -2.9956 4.0349 3.1524 -0.006 -0.072 -0.009 0.30
H 0.5119 4.3659 4.0682 -0.011 -0.036 0.014 0.41
H 2.0366 2.8385 2.3332 -0.082 0.017 -0.001 0.59
H -3.1865 -1.2005 0.8091 -0.014 0.156 -0.007 0.52
H -5.6272 -0.1312 0.0744 0.066 0.047 0.024 0.49
H -6.3136 2.2211 -0.6727 -0.046 -0.030 -0.037 0.34
H -5.9833 3.0874 0.8394 0.002 -0.010 0.060 0.25
H -5.0917 3.5063 -0.6314 0.032 0.003 -0.026 0.25
H 0.4087 1.2116 -3.2415 -0.041 0.054 0.072 0.85
H -0.6287 3.4317 -4.4985 -0.020 -0.015 0.077 0.43
H -2.0761 5.3063 -3.7808 0.002 0.001 -0.009 0.33
H -3.1326 4.9827 -2.3832 -0.017 -0.019 -0.010 0.26
H -1.6183 5.8658 -2.1568 0.019 -0.015 0.009 0.29
Cl -0.3331 -1.4284 0.8791 0.229 -0.165 0.131 -0.33
C 1.0268 -3.5975 -1.5719 -0.017 -0.012 -0.013 -1.39
C -0.4221 -3.4847 -2.0782 0.202 -0.012 0.046 0.50
C -0.8200 -4.7904 -2.7685 0.008 -0.052 0.070 -1.80
P -0.5480 -1.8872 -3.0299 -0.227 0.094 -0.132 0.92
C -0.0511 -2.4268 -4.7510 0.004 0.097 -0.145 0.35
C -1.0952 -3.0321 -5.6916 0.068 -0.088 0.013 -1.59
C 0.6681 -1.2505 -5.4308 -0.068 0.017 -0.031 -1.33
C -2.3862 -1.5158 -3.0057 -0.040 0.016 0.106 1.90
C -2.7451 -0.3692 -3.9587 0.046 0.008 0.050 -1.51
C -3.4326 -2.6275 -3.0915 -0.036 0.027 -0.014 -1.84
H 1.1161 -4.3914 -0.8208 -0.020 0.028 -0.077 0.48
H 1.3716 -2.6602 -1.1325 -0.060 -0.029 -0.019 0.00
H 1.6996 -3.8451 -2.4030 -0.042 0.022 0.054 0.32
H -1.0640 -3.3252 -1.2051 -0.013 0.013 0.007 0.35
H -0.1262 -5.0232 -3.5817 -0.037 0.012 0.019 0.30
H -1.8273 -4.7757 -3.1820 -0.008 0.017 0.016 0.31
H -0.7651 -5.6192 -2.0522 0.019 0.027 -0.042 0.45
H 0.7059 -3.1943 -4.5541 0.046 0.009 0.016 0.47
H -1.8495 -2.2955 -5.9687 -0.028 0.022 0.009 0.22
H -1.6058 -3.8913 -5.2544 0.028 0.045 -0.009 0.23
H -0.6155 -3.3665 -6.6193 -0.013 0.020 0.023 0.45
H -0.0419 -0.4458 -5.6600 0.055 -0.066 0.024 0.25
H 1.1345 -1.5631 -6.3721 -0.048 0.010 0.042 0.47
H 1.4478 -0.8298 -4.7905 -0.054 -0.065 -0.022 0.18
H -2.4534 -1.0937 -1.9932 -0.007 -0.030 0.003 -0.80
H -2.8925 -0.7278 -4.9797 0.026 -0.010 -0.020 0.31
H -1.9792 0.4088 -3.9743 -0.018 -0.050 0.031 0.18
H -3.6805 0.1036 -3.6392 0.018 -0.040 -0.015 0.41
H -3.4430 -3.1012 -4.0764 0.003 -0.008 0.028 0.25
H -4.4306 -2.2028 -2.9189 0.060 -0.025 -0.023 0.47
H -3.2772 -3.4009 -2.3371 0.022 0.035 -0.026 0.33
O 1.6485 -0.1099 -1.3602 0.485 0.421 -0.071 0.04
C 2.4952 0.8414 -1.4506 -0.058 -0.103 0.076 0.52
O 2.4117 1.8430 -0.6636 0.211 -0.267 -0.540 -0.77
C 3.5347 0.7815 -2.5153 -0.084 0.092 0.210 -0.12
C 4.0030 1.9466 -3.1285 0.235 0.115 -0.081 -0.42
C 4.9443 1.9004 -4.1422 -0.139 -0.015 0.130 -0.70
C 5.4751 0.6595 -4.5531 0.045 0.018 -0.039 -0.20
C 5.0070 -0.5197 -3.9386 -0.168 0.000 0.174 -0.70
C 4.0446 -0.4447 -2.9470 0.043 -0.209 -0.261 0.02
N 6.4408 0.5976 -5.5457 0.080 -0.015 -0.124 0.81
O 6.9092 -0.5488 -5.8866 -0.086 0.321 0.043 -0.79
O 6.8358 1.6870 -6.0995 -0.060 -0.288 0.115 -0.80
H 3.6060 2.8998 -2.7969 0.014 -0.026 -0.001 0.40
H 5.2957 2.7928 -4.6382 0.004 0.004 0.022 0.43
H 5.4145 -1.4631 -4.2690 0.004 -0.005 0.010 0.45
H 3.6616 -1.3536 -2.4933 0.023 0.044 -0.003 0.38
C 1.0714 -0.3708 1.5732 -0.322 -0.208 0.093 -1.74
Ge 0.9260 -0.6028 3.4760 -0.124 -0.050 0.076 2.51
C 2.6494 -0.3531 4.3724 0.304 0.017 -0.052 -0.31
C 2.8279 -0.7437 5.7025 0.144 0.055 -0.042 -0.18
C 4.0747 -0.6578 6.3125 -0.022 0.042 -0.077 -0.74
C 5.1698 -0.1863 5.5941 -0.102 -0.029 -0.005 -0.45
C 5.0124 0.2029 4.2706 -0.095 -0.015 0.034 -0.67
C 3.7605 0.1197 3.6671 -0.050 0.032 0.111 -0.50
C 0.4286 -2.4484 3.9780 0.022 -0.228 -0.041 -0.20
C -0.8340 -2.8154 4.4444 0.079 -0.048 0.042 -0.10
C -1.1569 -4.1505 4.6775 0.079 0.047 -0.030 -0.75
C -0.2166 -5.1461 4.4455 0.033 0.093 -0.026 -0.39
C 1.0500 -4.8005 3.9851 -0.042 0.134 0.024 -0.74
C 1.3641 -3.4649 3.7555 -0.132 -0.063 0.053 -0.49
C -0.3700 0.5367 4.4023 -0.183 0.197 -0.002 0.21
C -1.6904 0.5968 3.9421 0.067 0.118 0.073 -0.33
C -2.6449 1.3623 4.6035 0.093 -0.010 0.008 -0.70
C -2.2933 2.0855 5.7379 0.075 -0.013 -0.049 -0.64
C -0.9799 2.0560 6.1947 -0.017 -0.039 -0.117 -0.72
C -0.0280 1.2906 5.5268 -0.155 -0.081 0.031 -0.41
H 1.9734 -0.9107 1.2662 -0.063 -0.061 -0.133 0.94
H 1.9831 -1.1295 6.2666 0.038 -0.010 -0.028 0.42
H 4.1942 -0.9652 7.3457 0.008 -0.001 -0.020 0.38
H 6.1445 -0.1305 6.0628 0.015 0.007 0.023 0.36
H 5.8628 0.5648 3.7047 -0.023 -0.003 0.002 0.42
H 3.6473 0.4265 2.6317 0.003 -0.028 -0.001 0.37
H -1.5811 -2.0509 4.6333 0.019 -0.017 -0.037 0.30
H -2.1482 -4.4125 5.0320 0.027 0.008 -0.006 0.38
H -0.4695 -6.1861 4.6146 -0.001 -0.002 0.009 0.36
H 1.7893 -5.5717 3.7976 -0.019 0.024 0.002 0.38
H 2.3558 -3.2106 3.3902 -0.050 -0.006 -0.005 0.33
H -1.9673 0.0778 3.0328 0.012 -0.029 0.020 0.35
H -3.6605 1.3978 4.2222 0.030 0.001 0.000 0.40
H -3.0370 2.6794 6.2570 -0.006 0.013 0.011 0.38
H -0.6946 2.6352 7.0658 -0.003 -0.006 0.014 0.35
H 0.9940 1.2778 5.8915 -0.023 0.029 -0.014 0.28
```
Positions in Å, forces in eV/Å.

=====

Record 2
A cluster of 2 separate species, C6H16 in total in a non-equilibrium geometry. Source: OMol25; level of theory: ωB97M-V/def2-TZVPD.

frontier orbital gap = 11.9 eV
maximum force = 0.1619 hartree/bohr
DFT total energy = -6478.4804 eV
charge = 0
energy above the lowest of the compared OMol25 structures with the same formula, charge and spin = 73.27 kcal/mol
structure (SMILES) = CCC.CCC
HOMO level = -10.81 eV

Structure (XYZ):
```
22
Properties=species:S:1:pos:R:3:forces:R:3:mulliken_charge:R:1
C -1.0944 0.9939 -1.3795 2.710 3.165 1.938 -1.19
C -0.1049 1.7124 -0.3042 0.025 -3.340 -0.398 0.06
C 0.8161 2.8838 -0.6108 -6.797 4.174 -2.389 -1.16
H -1.4994 0.2198 -0.8342 -1.373 -1.504 0.748 0.18
H -0.5417 0.6456 -2.1678 1.269 -1.033 -2.146 0.36
H -1.7475 1.7439 -1.7154 -1.360 0.675 -0.424 0.45
H -0.7720 1.6140 0.5278 -0.157 1.567 1.066 0.45
H 0.6260 0.9002 0.0017 -0.734 0.501 -0.495 -0.08
H 0.8800 3.7204 0.0955 -0.205 -0.457 0.031 0.28
H 1.6688 2.4819 -0.7611 6.198 -2.251 -0.912 0.41
H 0.5528 3.4167 -1.7093 0.409 -1.311 2.847 0.21
C -0.2249 -1.2438 2.0566 -2.485 0.661 -3.291 -0.99
C -0.4389 -2.0467 0.5350 1.244 2.257 1.198 -0.39
C 0.9609 -2.3626 -0.2436 -1.866 5.226 2.957 -1.05
H 0.2724 -0.2317 1.9111 -0.095 -1.609 0.137 0.22
H 0.2923 -1.9585 2.6596 0.270 0.063 0.788 0.41
H -1.2906 -0.9282 2.4297 1.969 -1.088 -0.353 0.26
H -0.8423 -3.0276 0.6571 -0.530 -0.540 0.803 0.43
H -1.2362 -1.4717 -0.0041 1.135 -0.511 0.118 0.19
H 1.2192 -1.6144 -0.9670 -0.261 0.420 -0.723 0.22
H 1.7375 -2.2122 0.4921 0.378 -1.062 0.239 0.28
H 0.7666 -3.2351 -0.6694 0.254 -4.004 -1.738 0.46
```
Positions in Å, forces in eV/Å.

=====

Record 3
A cluster of 2 separate species, C2H9NOP in total in a non-equilibrium geometry. Source: OMol25; level of theory: ωB97M-V/def2-TZVPD.

frontier orbital gap (spin up / spin down) = 5.2 / 6.3 eV
multiplicity = 3
maximum force = 0.0893 hartree/bohr
DFT total energy = -15034.9946 eV
charge = +1
energy above the lowest of the compared OMol25 structures with the same formula, charge and spin = 0.00 kcal/mol
<S²> = 2.0055
HOMO level (spin up / spin down) = -9.54 / -14.99 eV

Structure (XYZ):
```
14
Properties=species:S:1:pos:R:3:forces:R:3:mulliken_charge:R:1
C 2.0084 1.9227 -0.0156 -2.498 1.876 3.368 -1.06
C -2.0831 -1.3902 0.8460 -0.905 1.147 2.245 -0.85
N -2.3874 -1.4263 -0.4471 -0.358 0.281 -1.516 -0.27
O 1.4822 -0.7510 0.0367 -1.344 0.928 -0.038 -0.40
P 0.5824 0.6077 -0.0305 3.786 0.128 -1.476 0.65
H 1.6412 2.9877 0.3043 0.034 -2.016 -0.431 0.35
H 2.6573 1.6644 0.8285 -0.281 -0.385 0.060 0.36
H 2.6544 2.2012 -0.7853 0.565 -0.577 -2.346 0.44
H -2.8834 -1.0758 1.5507 1.045 -0.383 -0.532 0.23
H -1.1376 -1.7407 1.1367 0.841 -0.623 0.623 0.55
H -1.7488 -1.8128 -1.1027 -0.018 -0.332 -0.515 0.23
H -3.2859 -1.1184 -0.7442 -0.314 -0.071 -0.448 0.19
H 2.4085 -0.5771 -0.2058 0.053 -0.136 0.409 0.38
H 0.0918 0.5086 -1.3716 -0.606 0.164 0.598 0.19
```
Positions in Å, forces in eV/Å.

=====

Among the records above, which one has the highest charge? C2H9NOP

=====

The highest maximum force belongs to which entry? C6H16